{"formula": "C32H34BCdF4N7O5PS", "method": "ωB97M-V with the def2-TZVPD basis set", "e_homo_ha": -0.1639, "gap_ha": 0.2475, "total_energy_ev": -90651.3926, "total_charge": -1, "max_force_ha_per_bohr": 0.009, "symbols": ["Cd", "O", "C", "C", "C", "C", "C", "C", "C", "O", "N", "N", "C", "C", "C", "C", "C", "C", "C", "O", "H", "H", "H", "H", "H", "H", "H", "H", "H", "H", "N", "C", "C", "C", "C", "C", "C", "N", "C", "C", "C", "S", "C", "N", "H", "H", "H", "H", "H", "H", "H", "C", "P", "C", "C", "O", "H", "H", "H", "H", "H", "H", "H", "H", "H", "F", "B", "F", "F", "F", "N", "C", "N", "C", "C", "O", "C", "C", "H", "H", "H", "H", "H", "H", "H", "H"], "coordinates": [[-0.40779, -0.50612, -0.74277], [-5.88650, -0.19294, -0.46947], [-5.68839, -1.51549, -0.59793], [-6.74094, -2.36801, -0.25550], [-6.59697, -3.73866, -0.35471], [-5.39910, -4.29416, -0.79242], [-4.35597, -3.44886, -1.13190], [-4.47179, -2.06471, -1.04624], [-3.26504, -1.23600, -1.37653], [-2.19788, -1.82167, -1.68040], [-3.43931, 0.07998, -1.27847], [-2.23085, 0.72549, -1.44755], [-2.25145, 1.96451, -1.75240], [-1.05996, 2.74184, -2.09050], [-1.18833, 4.13016, -2.10608], [-0.18472, 4.97498, -2.54773], [0.97745, 4.38859, -3.05494], [1.13701, 3.02096, -3.06602], [0.15484, 2.12437, -2.54544], [0.38073, 0.86742, -2.51828], [-5.02637, 0.24376, -0.76782], [-7.66544, -1.92181, 0.08646], [-7.42690, -4.38123, -0.08464], [-5.28258, -5.36683, -0.86796], [-3.40450, -3.83554, -1.47369], [-3.22301, 2.46725, -1.82642], [-2.12940, 4.55265, -1.76643], [-0.31767, 6.04746, -2.54575], [1.76473, 5.01752, -3.45766], [2.02814, 2.57343, -3.49211], [3.24108, -3.14710, -0.66550], [3.91346, -2.14471, -1.33919], [5.23543, -2.01813, -1.74934], [5.56304, -0.85381, -2.41844], [4.60316, 0.13977, -2.67162], [3.29343, 0.00716, -2.25162], [2.95657, -1.15397, -1.56514], [1.74770, -1.53394, -0.99341], [1.96242, -2.72296, -0.49949], [0.92597, -3.49311, 0.17558], [1.01622, -4.70490, 0.77945], [-0.50291, -5.10315, 1.44604], [-1.14372, -3.62482, 0.86278], [-0.29416, -2.88818, 0.23187], [3.63024, -3.99405, -0.29287], [5.97104, -2.78624, -1.55593], [6.57948, -0.70863, -2.75977], [4.90028, 1.03177, -3.20837], [2.51975, 0.73102, -2.46663], [1.87361, -5.34063, 0.90478], [-2.16292, -3.32015, 1.02953], [-1.16883, 0.95212, 3.13386], [-2.32033, -0.21711, 2.42362], [-3.86684, 0.67024, 2.22105], [-2.59598, -1.44343, 3.70057], [-1.88742, -0.85955, 1.14272], [-1.54952, 1.33245, 4.08255], [-1.01233, 1.77129, 2.43601], [-0.21481, 0.44802, 3.29411], [-4.23019, 1.06689, 3.16872], [-4.61037, 0.00210, 1.78552], [-3.70925, 1.48722, 1.51569], [-2.94122, -0.97600, 4.62270], [-1.64817, -1.95414, 3.88090], [-3.34230, -2.16010, 3.35738], [1.16358, -1.11474, 1.89911], [1.84213, -1.48480, 3.06547], [2.56311, -0.36862, 3.53224], [2.71477, -2.53774, 2.77525], [0.91011, -1.87948, 4.04200], [0.41486, 1.39559, 0.52061], [1.35065, 2.02151, 0.76631], [2.37899, 2.77759, 1.05986], [3.49540, 2.24175, 1.84222], [4.70083, 2.10548, 0.93151], [4.99202, 3.33800, 0.28112], [3.91251, 3.74846, -0.54678], [2.65753, 3.97845, 0.26904], [3.20231, 1.28288, 2.27766], [3.70919, 2.94973, 2.64839], [4.52071, 1.32690, 0.18003], [5.58581, 1.83951, 1.50981], [3.71841, 2.98700, -1.30752], [4.22099, 4.66848, -1.04395], [1.80383, 4.19374, -0.37305], [2.80861, 4.81076, 0.96387]], "forces_ev_per_angstrom": [[-0.091, -0.241, -0.190], [0.172, 0.148, -0.088], [0.046, -0.110, -0.021], [0.038, 0.042, -0.021], [-0.015, -0.076, 0.027], [-0.008, 0.076, -0.004], [-0.005, -0.021, 0.000], [-0.026, 0.079, 0.032], [-0.125, -0.010, 0.075], [0.098, -0.077, 0.052], [0.074, 0.075, 0.002], [-0.233, 0.264, -0.078], [0.087, -0.079, 0.046], [-0.229, -0.074, -0.008], [-0.011, 0.090, -0.007], [-0.011, -0.101, 0.008], [0.041, 0.033, -0.007], [-0.001, 0.001, 0.020], [0.019, 0.134, 0.116], [-0.041, -0.224, 0.107], [-0.039, -0.087, 0.026], [-0.028, 0.010, 0.009], [-0.007, -0.004, 0.003], [-0.006, -0.030, -0.005], [0.017, -0.009, -0.014], [0.060, 0.000, -0.022], [-0.014, 0.016, 0.006], [-0.001, 0.044, 0.003], [0.022, 0.014, -0.011], [0.023, 0.036, -0.006], [0.035, 0.033, -0.119], [0.126, -0.168, 0.092], [-0.061, 0.061, -0.038], [-0.018, 0.033, -0.011], [0.043, -0.037, 0.033], [0.085, 0.055, -0.086], [-0.127, 0.212, 0.190], [0.056, -0.141, -0.457], [-0.079, -0.073, 0.374], [0.157, 0.233, -0.067], [-0.038, -0.006, 0.010], [-0.035, -0.077, 0.052], [-0.024, 0.156, -0.018], [0.068, -0.218, -0.116], [-0.007, 0.052, 0.052], [0.027, -0.035, 0.009], [0.023, 0.013, -0.003], [0.012, 0.008, -0.024], [-0.042, 0.015, 0.059], [0.059, -0.041, 0.012], [-0.126, -0.015, -0.021], [0.141, 0.039, 0.092], [0.071, -0.084, -0.367], [-0.114, 0.042, -0.041], [0.003, -0.113, 0.105], [0.013, 0.286, 0.229], [-0.037, -0.009, 0.027], [-0.041, 0.019, 0.005], [-0.005, -0.006, 0.004], [-0.017, 0.029, 0.042], [-0.015, -0.001, 0.019], [0.021, 0.002, -0.006], [0.002, -0.015, 0.043], [0.025, 0.002, 0.028], [-0.021, -0.017, -0.013], [-0.175, 0.139, -0.247], [-0.033, -0.009, 0.143], [0.157, 0.157, 0.114], [0.223, -0.240, -0.047], [-0.126, -0.036, 0.063], [-0.220, -0.278, -0.115], [0.089, 0.090, -0.109], [-0.012, 0.142, 0.117], [-0.010, -0.084, -0.018], [0.073, -0.007, 0.028], [-0.019, 0.063, 0.013], [0.110, 0.004, -0.015], [-0.022, -0.026, 0.093], [0.046, 0.088, -0.017], [0.031, -0.025, -0.006], [-0.030, -0.027, 0.001], [-0.013, 0.002, -0.022], [-0.053, -0.092, -0.082], [0.014, -0.005, 0.019], [-0.001, -0.008, -0.021], [0.002, -0.006, -0.029]]}

=====

{"formula": "C32H34BCrF4N8O5P", "method": "ωB97M-V with the def2-TZVPD basis set", "e_homo_ha": [-0.2843, -0.2997], "s2": 6.009, "gap_ha": [0.2880, 0.3034], "total_energy_ev": -105160.8918, "max_force_ha_per_bohr": 0.050, "spin_multiplicity": 5, "symbols": ["Cr", "C", "N", "C", "N", "C", "N", "C", "C", "C", "C", "C", "C", "C", "N", "N", "C", "O", "C", "C", "C", "C", "C", "C", "N", "C", "N", "C", "N", "C", "H", "H", "H", "H", "H", "H", "H", "H", "H", "H", "H", "H", "H", "H", "H", "H", "C", "O", "C", "C", "C", "C", "C", "C", "O", "C", "O", "C", "H", "H", "H", "H", "H", "H", "H", "H", "H", "C", "P", "C", "C", "O", "H", "H", "H", "H", "H", "H", "H", "H", "H", "F", "B", "F", "F", "F"], "coordinates": [[-0.59935, -0.03878, 1.95619], [3.94430, 0.79700, -0.43461], [2.84965, 1.58688, 0.13294], [1.52913, 1.33540, 0.04805], [0.84856, 2.30662, 0.60024], [1.80929, 3.15381, 1.02517], [3.04033, 2.78717, 0.69719], [3.78249, 0.54838, -1.91385], [4.72980, -0.23194, -2.58065], [4.68485, -0.32540, -3.95225], [3.63116, 0.24765, -4.65976], [2.68980, 1.00936, -3.97146], [2.75872, 1.16255, -2.57275], [1.54952, 1.57785, -4.71380], [1.37682, 1.85225, -5.95119], [0.11237, 2.40101, -6.08002], [-0.39140, 2.36600, -4.89572], [0.43157, 1.84932, -3.99709], [-1.72367, 2.88851, -4.41749], [-2.37456, 3.76652, -5.22975], [-3.59875, 4.26755, -4.81111], [-4.16479, 3.83220, -3.62081], [-3.51077, 2.89877, -2.84946], [-4.14669, 2.54773, -1.50973], [-3.49233, 1.55566, -0.73784], [-2.60411, 1.70734, 0.22024], [-2.20225, 0.53894, 0.62841], [-2.86842, -0.37821, -0.15830], [-3.63998, 0.23170, -1.01933], [-2.25939, 2.46059, -3.22760], [4.12064, -0.14314, 0.13382], [4.80182, 1.44028, -0.28619], [1.07760, 0.50032, -0.38493], [1.60990, 4.09163, 1.49752], [5.59198, -0.67807, -2.04367], [5.43023, -0.91546, -4.46444], [3.53048, 0.13799, -5.73335], [2.02741, 1.77919, -2.10289], [-1.94051, 4.11995, -6.15722], [-4.14135, 4.95303, -5.47604], [-5.13276, 4.19286, -3.32567], [-5.13239, 2.14435, -1.76903], [-4.24422, 3.45053, -0.92622], [-2.25816, 2.66107, 0.60717], [-2.78619, -1.44638, -0.04771], [-1.72239, 1.75170, -2.64781], [0.79349, -5.10517, -2.29226], [1.76671, -5.13357, -1.26629], [1.82518, -4.08632, -0.41572], [2.83859, -4.17288, 0.56262], [2.94314, -3.20004, 1.51397], [1.97798, -2.13769, 1.58358], [2.02506, -1.28600, 2.72937], [3.17422, -1.32813, 3.69454], [1.16771, -0.41652, 3.01105], [1.00669, -2.06532, 0.54367], [0.06979, -1.16043, 0.50793], [0.97420, -3.03720, -0.44610], [0.85620, -6.00537, -2.87716], [0.92576, -4.25043, -2.96236], [-0.18346, -5.06057, -1.89628], [3.48820, -5.01804, 0.52522], [3.72674, -3.28710, 2.27406], [4.18005, -1.47824, 3.27044], [3.02024, -2.17937, 4.38150], [3.14233, -0.40948, 4.26660], [0.19066, -2.98688, -1.17016], [-3.74278, -0.42083, 4.49967], [-2.09752, 0.27103, 4.79525], [-2.25548, 1.49633, 6.08958], [-1.07273, -1.11004, 5.45067], [-1.37438, 0.94048, 3.64520], [-4.30986, -0.52496, 5.42377], [-3.62753, -1.41939, 4.03891], [-4.29079, 0.16840, 3.76768], [-2.74252, 1.08257, 6.98075], [-2.82255, 2.37085, 5.69664], [-1.24895, 1.84010, 6.28019], [-1.37365, -1.39881, 6.45436], [-0.00752, -0.83616, 5.50458], [-1.14535, -1.92524, 4.74464], [-1.92671, -1.74186, 2.60466], [-2.17420, -3.13296, 2.43711], [-2.44896, -3.32625, 1.09333], [-1.04683, -3.82202, 2.81515], [-3.22520, -3.44883, 3.26248]], "forces_ev_per_angstrom": [[0.192, 0.302, 0.552], [0.063, 0.084, 0.599], [-0.465, -0.947, -0.628], [0.811, 0.766, 0.686], [-0.593, 0.173, 0.489], [0.791, 0.145, -0.695], [-0.208, 0.179, 0.802], [0.341, -0.181, 1.098], [0.717, 0.276, 0.357], [-0.353, -0.417, -0.289], [-0.052, 0.428, 0.167], [-0.269, -0.375, -0.280], [0.099, -0.162, -2.171], [0.140, -0.428, 0.550], [0.639, 0.190, -0.603], [-0.121, -0.163, 0.059], [-1.782, 0.914, 0.114], [0.437, -0.108, 1.070], [2.153, -1.045, -0.936], [-0.817, 1.154, -0.444], [-0.489, 0.135, -0.572], [-0.021, 0.183, -0.833], [0.489, 0.234, 1.133], [-0.782, -0.106, -1.482], [0.243, -0.878, -0.486], [0.411, 0.746, 0.654], [0.771, -1.404, 0.671], [0.109, 1.367, 0.145], [-0.638, -0.105, -0.222], [-0.467, -0.139, 0.056], [-0.358, 0.555, -0.291], [0.377, -0.002, 0.090], [-0.250, -1.272, -0.597], [-0.031, 0.242, 0.213], [-0.813, 0.274, -0.224], [0.050, 0.021, -0.121], [0.079, -0.014, 0.080], [-0.183, 0.238, 0.229], [0.064, -0.216, 0.054], [0.242, -0.211, 0.486], [-0.296, 0.165, 0.128], [-0.021, 0.218, 0.430], [-0.131, 0.184, 0.287], [-0.114, -0.223, -0.123], [0.123, -0.075, -0.009], [0.355, -0.498, 0.550], [0.568, 0.476, -0.501], [0.271, -0.116, -0.138], [0.452, -0.812, -0.013], [0.125, 0.430, 0.198], [-0.419, -0.157, -0.051], [0.991, -0.625, 0.053], [0.063, 0.704, -0.477], [0.468, -0.763, 0.441], [-0.686, -0.077, -0.346], [-0.923, 0.919, 1.119], [0.323, -0.078, -0.172], [-0.208, -0.067, -0.593], [0.402, -0.422, -0.035], [0.157, 0.023, 0.068], [-1.235, 0.105, 0.653], [0.411, -0.369, 0.048], [-0.396, 0.047, -0.344], [-0.522, 0.192, -0.090], [0.001, 0.314, -0.120], [0.065, 0.080, 0.115], [-0.359, 0.180, -0.214], [0.337, -0.621, -0.608], [0.701, -0.838, 0.476], [-0.649, 0.457, -0.269], [0.097, 0.829, 0.009], [-0.305, -0.189, -0.713], [0.057, 0.154, 0.046], [-0.016, 0.424, 0.358], [-0.049, 0.298, 0.122], [0.205, 0.214, -0.149], [0.228, -0.661, 0.294], [0.263, 0.086, 0.364], [-0.273, -0.185, -0.007], [-0.412, 0.284, -0.142], [-0.154, -0.352, 0.019], [0.153, 1.085, 0.146], [0.240, -0.640, -0.370], [-0.299, -0.132, -0.465], [0.696, -0.235, 0.188], [-0.812, -0.165, 0.357]]}

=====

{"formula": "C32H34ClN2PSiV", "method": "ωB97M-V with the def2-TZVPD basis set", "e_homo_ha": [-0.2419, -0.2210], "s2": 0.764, "gap_ha": [0.2652, 0.2433], "total_energy_ev": -92095.3540, "max_force_ha_per_bohr": 0.009, "spin_multiplicity": 2, "symbols": ["V", "C", "C", "C", "C", "C", "H", "H", "H", "H", "H", "Cl", "C", "C", "C", "C", "C", "C", "P", "C", "C", "C", "C", "C", "C", "C", "C", "C", "C", "C", "C", "H", "H", "H", "H", "H", "H", "H", "H", "H", "H", "H", "H", "H", "H", "C", "C", "C", "C", "C", "C", "N", "N", "Si", "C", "C", "C", "H", "H", "H", "H", "H", "H", "H", "H", "H", "H", "H", "H", "H", "H", "H"], "coordinates": [[-0.23159, 0.12515, 0.14083], [-1.70582, 0.06159, 1.97839], [-1.37014, -1.25616, 1.57804], [-1.80861, -1.42212, 0.24543], [-2.42504, -0.20102, -0.17587], [-2.36371, 0.70107, 0.91450], [-1.49649, 0.49327, 2.94536], [-0.90562, -2.00091, 2.20331], [-1.72912, -2.32065, -0.34603], [-2.87559, -0.00781, -1.13638], [-2.73614, 1.71432, 0.92343], [3.06272, 1.62511, -1.13556], [3.94683, 0.96526, 0.19418], [5.28430, 0.65424, 0.00606], [6.03014, 0.15844, 1.06152], [5.43828, -0.00772, 2.30203], [4.09916, 0.30287, 2.47755], [3.31351, 0.78070, 1.42695], [1.51073, 1.13376, 1.65299], [1.49156, 2.94626, 1.89224], [0.26232, 3.51837, 2.22174], [0.15137, 4.88322, 2.42419], [1.26422, 5.69935, 2.26360], [2.48498, 5.14105, 1.91762], [2.60335, 3.76717, 1.74539], [1.28925, 0.52714, 3.36740], [1.22183, -0.85545, 3.54253], [1.06509, -1.40089, 4.80503], [0.95722, -0.56773, 5.91244], [1.02705, 0.80556, 5.74871], [1.20167, 1.35299, 4.48224], [5.72635, 0.81070, -0.96855], [7.07357, -0.08688, 0.91433], [6.01592, -0.38064, 3.13732], [3.65445, 0.16975, 3.45232], [-0.61200, 2.88146, 2.30923], [-0.80585, 5.31398, 2.68912], [1.17645, 6.76879, 2.40463], [3.35382, 5.77328, 1.78732], [3.56577, 3.34071, 1.49356], [1.29887, -1.50511, 2.67859], [1.02034, -2.47569, 4.92572], [0.82109, -0.99090, 6.89926], [0.95103, 1.45883, 6.60851], [1.27185, 2.42651, 4.37111], [-0.62458, 3.90392, -1.03810], [-0.17462, 2.83777, -1.98698], [0.08666, 3.12023, -3.32047], [0.52393, 2.09001, -4.14704], [0.70383, 0.82089, -3.64555], [0.43923, 0.59751, -2.28307], [-0.00982, 1.61071, -1.49322], [0.56424, -0.54745, -1.58109], [1.29108, -2.04621, -2.01626], [0.22272, -3.03109, -3.19930], [2.99388, -1.81533, -2.77247], [1.50974, -2.99682, -0.41511], [0.21506, 4.21357, -0.41332], [-1.40304, 3.52350, -0.37656], [-0.99781, 4.77669, -1.57162], [-0.05759, 4.12114, -3.70139], [0.72095, 2.28626, -5.19432], [1.03547, 0.00794, -4.27642], [0.07245, -2.49115, -4.13698], [-0.76290, -3.21747, -2.76740], [0.67665, -3.99568, -3.43773], [2.97283, -1.26380, -3.71391], [3.45029, -2.78885, -2.96946], [3.64498, -1.27094, -2.08488], [0.55337, -3.19562, 0.07415], [2.13205, -2.42111, 0.27732], [2.00392, -3.95544, -0.58860]], "forces_ev_per_angstrom": [[-0.407, -0.193, -0.031], [-0.012, -0.123, 0.137], [0.009, 0.142, 0.218], [-0.072, 0.125, -0.131], [0.227, -0.043, 0.041], [0.042, 0.077, -0.028], [0.017, 0.012, 0.013], [-0.011, -0.013, -0.013], [0.015, 0.004, -0.006], [0.015, -0.003, -0.009], [0.002, 0.001, -0.013], [0.134, 0.138, -0.029], [-0.094, -0.072, 0.192], [0.001, 0.030, -0.097], [0.030, 0.007, -0.017], [-0.007, -0.011, 0.030], [-0.012, 0.006, -0.034], [-0.019, -0.013, -0.041], [-0.014, 0.011, -0.155], [0.020, 0.014, 0.018], [0.023, 0.006, -0.022], [-0.025, -0.018, -0.001], [0.013, 0.015, -0.003], [0.009, 0.010, 0.007], [-0.039, 0.001, 0.009], [-0.004, 0.013, 0.031], [0.008, 0.006, 0.052], [-0.002, -0.003, -0.005], [-0.002, -0.019, 0.011], [0.001, 0.018, 0.002], [0.015, -0.033, 0.008], [0.011, -0.005, 0.003], [0.002, -0.002, -0.015], [-0.005, 0.003, 0.007], [0.010, -0.016, 0.032], [-0.011, 0.009, 0.003], [-0.001, 0.001, 0.000], [0.005, 0.004, -0.001], [0.000, 0.005, 0.000], [0.008, 0.004, -0.004], [0.004, -0.001, -0.015], [-0.003, -0.003, 0.004], [0.001, -0.003, 0.001], [0.000, 0.004, -0.002], [-0.007, 0.004, 0.009], [0.013, 0.004, 0.028], [-0.048, -0.052, -0.047], [-0.008, 0.012, 0.012], [0.003, 0.007, -0.032], [0.015, -0.027, -0.001], [-0.035, 0.115, 0.021], [0.019, -0.015, -0.022], [0.179, -0.161, -0.156], [0.031, 0.004, 0.004], [-0.003, 0.006, -0.004], [-0.022, 0.001, -0.009], [-0.027, 0.012, -0.005], [-0.006, 0.026, 0.022], [0.010, -0.004, 0.006], [-0.003, -0.001, -0.007], [-0.002, 0.009, 0.011], [0.002, 0.000, 0.001], [-0.004, -0.017, 0.013], [0.000, 0.001, -0.010], [-0.007, -0.006, 0.005], [-0.001, -0.010, -0.006], [-0.010, 0.008, 0.001], [0.006, -0.006, 0.000], [0.007, 0.002, 0.015], [0.008, 0.008, 0.001], [0.005, -0.004, 0.003], [0.004, -0.009, -0.001]]}